Here is C28H29F3N4O2RuSb as an isolated structure from OMol25. Energies are from the ωB97M-V functional and the def2-TZVPD basis.

Computed properties:
**Kohn-Sham gap (spin up / spin down)**: 7.5 / 3.4 eV
**Calculated total energy**: -2088.0719 Eh
**ΔE to the lowest compared entry with this formula, charge and spin**: 60.0 kJ/mol
**Highest occupied orbital energy (spin up / spin down)**: -0.4999 / -0.4958 Ha
**Spin multiplicity**: 2
**Charge**: +2

Geometry as XYZ:
```
68
C28H29F3N4O2RuSb, DFT the ωB97M-V functional and the def2-TZVPD basis
Ru 0.40378 0.12343 -0.34474
N -0.60206 1.77303 -1.36088
C -0.98074 2.80708 -0.37893
C -1.73225 2.07698 0.72705
N -0.93318 0.93858 1.24613
C -0.12213 1.31707 2.44107
C 1.25428 1.81608 2.00992
N 1.80224 0.74795 1.15782
H -0.23303 2.18109 -2.21600
H -1.47262 1.32054 -1.63712
H -1.60644 3.58451 -0.82042
H -0.07272 3.27006 -0.00113
H -2.67764 1.68627 0.34473
H -1.97532 2.77472 1.53013
H -1.54183 0.16590 1.49468
H -0.02140 0.43157 3.06999
H -0.64441 2.07939 3.02028
H 1.88935 2.02798 2.87102
H 1.16762 2.72627 1.42001
H 1.76924 -0.11535 1.70560
H 2.77663 0.89940 0.91190
O -0.58594 -3.53220 1.02755
C -0.31009 -2.53272 0.40988
O 0.52148 -1.60229 0.79158
C -0.93055 -2.32905 -0.97758
C -1.57984 -3.38064 -1.59184
C -2.02775 -3.23270 -2.89718
C -1.79002 -2.03030 -3.54368
C -1.14538 -1.01469 -2.85876
N -0.73466 -1.14210 -1.59392
H -1.71438 -4.29125 -1.02425
H -2.54184 -4.03930 -3.40154
H -2.10477 -1.86572 -4.56449
H -0.95330 -0.06283 -3.34136
F 1.06647 1.85078 -7.79496
C 1.34652 1.44778 -6.55985
C 1.45959 0.09090 -6.30943
C 1.75035 -0.32341 -5.01919
C 1.93149 0.60438 -3.99602
C 1.80650 1.96453 -4.28422
C 1.51324 2.39860 -5.56710
Sb 2.27880 0.02635 -1.98925
C 4.07688 0.99477 -1.44311
C 4.05181 2.38241 -1.28546
C 5.18733 3.07641 -0.90334
C 6.34824 2.35916 -0.66637
F 7.44279 3.01538 -0.29733
C 6.40387 0.98200 -0.79180
C 5.25889 0.30488 -1.18104
C 3.13704 -1.94832 -2.42402
C 4.14043 -2.19351 -3.40795
C 4.63105 -3.44843 -3.60332
C 4.09662 -4.48929 -2.80665
F 4.55164 -5.68832 -2.98224
C 3.09346 -4.29482 -1.82410
C 2.62423 -3.02677 -1.65011
H 1.32007 -0.61299 -7.11842
H 1.81778 -1.38908 -4.82707
H 1.96391 2.71522 -3.51561
H 1.42418 3.44825 -5.81102
H 3.14159 2.94740 -1.45892
H 5.19036 4.15130 -0.78643
H 7.33042 0.46487 -0.58435
H 5.31005 -0.77418 -1.26639
H 4.51760 -1.36519 -3.99615
H 5.39985 -3.68912 -4.32565
H 2.75263 -5.14754 -1.25116
H 1.87429 -2.81444 -0.89561
```